The following is a quantum chemistry calculation of C2H5N3OS2 in the gas phase, from the OMol25 dataset.

Output
E_tot = -30341.2979 eV

Last column: Löwdin charge in e.
Element x y z (Å)
H  -2.182  -2.899  0.017  0.03
N  -1.531  -2.179  -0.004  0.10
C  -2.086  -1.021  -0.002  -0.15
N  -1.355  0.158  -0.004  -0.15
O  -2.188  1.264  0.000  -0.02
C  0.002  0.336  -0.001  -0.83
S  0.623  1.907  0.001  0.65
N  0.729  -0.784  0.007  -0.38
S  2.452  -0.872  -0.002  0.76
H  -3.149  -0.857  0.011  0.14
H  -1.583  2.019  -0.002  0.00
H  0.227  -1.668  0.006  0.04
H  2.595  0.472  0.001  -0.19

Atoms 1-3, force components in eV/Å:
-1.5 -1.5 0.0
1.1 2.4 0.0
1.1 -0.7 0.0



The following is a quantum chemistry calculation of C6H15N in the gas phase, from the OMol25 dataset.

Output
E_tot = -7952.6132 eV

Last column: Löwdin charge in e.
Element x y z (Å)
C  -0.859  -2.916  0.093  -0.12
C  -0.265  -2.006  -1.056  -0.25
C  -0.766  -0.550  -0.817  -0.23
N  -0.388  -0.141  0.565  -0.09
C  0.266  0.967  1.282  -0.26
C  0.095  2.283  0.588  -0.25
C  1.286  2.511  -0.371  -0.12
H  0.111  -3.313  0.606  0.09
H  -1.161  -3.910  -0.547  0.11
H  -1.717  -2.508  0.641  0.06
H  -0.350  -2.361  -2.028  0.06
H  0.885  -1.783  -1.035  0.13
H  -0.318  0.045  -1.648  0.11
H  -1.796  -0.289  -0.789  0.09
H  -0.364  -0.898  1.213  0.06
H  -0.044  0.846  2.327  0.11
H  1.337  0.688  1.506  0.11
H  0.144  3.258  1.174  0.12
H  -0.851  2.312  0.048  0.10
H  1.055  2.047  -1.359  0.07
H  1.551  3.624  -0.412  0.09
H  2.149  2.093  0.022  0.03

Atoms 1-3, force components in eV/Å:
2.7 -3.6 -3.3
1.1 2.7 2.9
1.8 1.0 0.1



HOMO energy readings, ordered: -8.70 -7.75 eV
Kohn-Sham gap readings, ordered: 9.20 8.82 eV
Energy above the lowest of the compared OMol25 structures with the same formula, charge and spin readings, ordered: 45.44 72.72 kcal/mol